Formula: C43H66BFN20O5P
Source: OMol25
Level of theory: ωB97M-V with the def2-TZVPD basis set

The value obtained for the largest force on an atom is 5.6 eV/Å. The calculation puts the orbital gap at 3.265 eV. The net charge is -1. The spin multiplicity is 1. The value obtained for the HOMO energy is -1.929 eV.

Last column: Löwdin charge in e.
CARTESIAN COORDINATES (ANGSTROEM)
O: 3.9013 -0.7725 0.7051  0.08
C: 3.0661 -0.9217 -0.1277  -0.46
F: 2.3188 -2.0878 -0.0540  0.03
C: 2.7365 -0.0177 -1.2781  -0.20
C: 2.1728 1.3767 -0.8503  -0.26
B: 0.8425 1.2174 -0.0735  -0.81
O: 0.6621 1.5351 1.2756  0.06
O: -0.3147 0.7707 -0.7522  0.06
P: 3.3694 2.2321 0.1948  0.77
O: 4.8183 2.1868 -0.6680  -0.33
O: 2.8523 3.8115 0.2554  -0.34
H: 3.6042 0.1222 -1.9248  0.04
H: 1.9407 -0.4937 -1.8660  0.09
H: 1.4519 1.3388 1.7957  0.03
H: -0.1943 -0.1084 -1.1220  0.03
H: 5.3283 1.4561 -0.3047  0.01
H: 3.3789 4.3573 -0.3435  -0.05
C: 5.9091 7.3378 -0.8967  -0.08
C: 5.5756 6.0674 -0.2610  -0.25
N: 5.3165 5.0765 0.2559  0.17
H: 5.7032 8.1512 -0.2093  0.01
H: 6.9654 7.3536 -1.1601  0.08
H: 5.3148 7.4690 -1.8003  0.08
C: 6.0572 -2.9735 -2.3048  -0.06
C: 5.5511 -1.6649 -2.7055  -0.23
N: 5.1477 -0.6396 -3.0204  0.17
H: 7.1278 -3.0281 -2.4923  0.08
H: 5.8716 -3.1282 -1.2431  0.08
H: 5.5537 -3.7534 -2.8730  0.08
C: -0.5881 -4.8831 -0.9380  -0.07
C: -0.5667 -3.4886 -1.3679  -0.25
N: -0.5501 -2.4182 -1.8040  0.07
H: 0.2374 -5.0692 -0.2526  0.08
H: -1.5251 -5.0929 -0.4258  0.05
H: -0.4968 -5.5642 -1.7917  0.06
C: 7.0296 8.1440 2.8904  -0.05
C: 6.7496 9.0545 1.7841  -0.27
N: 6.5303 9.7532 0.9018  0.13
H: 6.7757 7.1245 2.6000  0.08
H: 8.0860 8.1907 3.1473  0.08
H: 6.4370 8.4257 3.7583  0.08
C: 5.8125 2.3206 -4.4380  -0.08
C: 5.3863 3.3915 -5.3371  -0.29
N: 5.0522 4.2259 -6.0496  0.10
H: 5.7596 2.6596 -3.4028  0.07
H: 5.1664 1.4547 -4.5556  0.05
H: 6.8375 2.0343 -4.6692  0.07
C: 0.7543 6.7952 -1.4509  -0.06
C: 1.9631 6.1638 -1.9684  -0.26
N: 2.9012 5.6463 -2.3740  0.16
H: 0.9876 7.3472 -0.5423  0.08
H: 0.3481 7.4802 -2.1928  0.08
H: 0.0117 6.0325 -1.2246  0.07
C: -4.7316 -6.4660 1.0926  -0.06
C: -3.5676 -7.1123 0.4945  -0.29
N: -2.6560 -7.6243 0.0242  0.13
H: -4.4662 -6.0552 2.0648  0.08
H: -5.0810 -5.6624 0.4471  0.09
H: -5.5301 -7.1948 1.2097  0.04
C: -0.7106 0.9598 4.3174  -0.08
C: -0.7169 0.8787 5.7749  -0.28
N: -0.7220 0.8042 6.9200  0.12
H: 0.0251 1.6902 3.9914  0.06
H: -0.4569 -0.0079 3.8917  0.08
H: -1.6937 1.2605 3.9600  0.09
C: 6.0360 -0.4769 3.5299  -0.08
C: 6.9905 -0.2406 2.4496  -0.29
N: 7.7508 -0.0587 1.6111  0.12
H: 6.3975 -1.2833 4.1676  0.07
H: 5.9233 0.4272 4.1256  0.08
H: 5.0659 -0.7527 3.1156  0.06
C: 1.0899 -2.7867 -5.9444  -0.07
C: 0.4209 -2.5876 -4.6636  -0.18
N: -0.1181 -2.4306 -3.6573  0.11
H: 1.8062 -3.6031 -5.8668  0.08
H: 0.3443 -3.0399 -6.6956  0.07
H: 1.6104 -1.8800 -6.2474  0.08
C: -3.0036 3.0587 -1.3230  -0.07
C: -2.9518 4.4033 -1.8901  -0.27
N: -2.9109 5.4623 -2.3324  0.12
H: -2.1483 2.9014 -0.6655  0.08
H: -3.9207 2.9328 -0.7536  0.06
H: -2.9752 2.3186 -2.1178  0.08
C: -6.5669 3.2425 -4.0166  -0.06
C: -6.0577 2.3203 -3.0044  -0.26
N: -5.6582 1.5975 -2.2097  0.15
H: -7.1427 4.0309 -3.5377  0.07
H: -5.7359 3.6876 -4.5609  0.08
H: -7.2070 2.7101 -4.7170  0.08
C: 2.8290 -0.8614 6.2769  -0.06
C: 2.5649 0.0733 5.1870  -0.26
N: 2.3629 0.8025 4.3270  0.19
H: 2.5088 -1.8613 5.9903  0.08
H: 3.8944 -0.8778 6.5000  0.08
H: 2.2816 -0.5521 7.1658  0.07
C: -0.3854 1.1862 10.6799  -0.07
C: 0.8370 0.9691 11.4508  -0.29
N: 1.7969 0.7984 12.0546  0.11
H: -0.2247 0.9041 9.6390  0.05
H: -1.1923 0.5826 11.0906  0.08
H: -0.6689 2.2365 10.7212  0.07
C: -5.8248 6.8107 -3.7217  -0.09
C: -6.4647 7.2930 -4.9438  -0.29
N: -6.9687 7.6714 -5.9014  0.12
H: -6.5291 6.2171 -3.1431  0.06
H: -4.9609 6.1964 -3.9686  0.05
H: -5.4974 7.6546 -3.1188  0.08
C: -5.8867 -10.0983 -0.8367  -0.06
C: -6.8274 -9.1673 -0.2150  -0.28
N: -7.5724 -8.4403 0.2673  0.13
H: -5.0133 -9.5554 -1.1956  0.08
H: -5.5703 -10.8420 -0.1078  0.08
H: -6.3665 -10.5955 -1.6779  0.06
C: -2.0364 -6.6570 -4.2802  -0.09
C: -1.0853 -6.4786 -5.3795  -0.28
N: -0.3248 -6.3382 -6.2270  0.12
H: -1.6725 -7.4266 -3.6016  0.08
H: -2.1480 -5.7244 -3.7316  0.07
H: -2.9999 -6.9577 -4.6712  0.04
C: -5.7678 -4.7246 -5.2692  -0.05
C: -5.2452 -5.6007 -4.2251  -0.26
N: -4.8348 -6.2861 -3.4033  0.14
H: -6.3512 -3.9238 -4.8193  0.09
H: -4.9437 -4.2913 -5.8333  0.09
H: -6.4026 -5.2946 -5.9448  0.08
C: 1.6296 4.8075 11.8956  -0.08
C: 1.0363 5.2894 10.6511  -0.29
N: 0.5664 5.6676 9.6768  0.13
H: 0.9118 4.1900 12.4319  0.07
H: 2.5154 4.2134 11.6799  0.08
H: 1.9104 5.6522 12.5217  0.08
C: -9.6818 -8.7938 -3.0322  -0.07
C: -8.5236 -9.4450 -3.6391  -0.28
N: -7.6142 -9.9551 -4.1152  0.13
H: -9.4055 -8.3839 -2.0614  0.07
H: -10.0301 -7.9880 -3.6752  0.08
H: -10.4839 -9.5172 -2.8999  0.08

Cartesian forces, eV/Å:
0.2067 -0.2575 0.3122
0.5943 0.2613 -0.3910
-0.1772 0.2306 -0.0750
-1.2762 0.7035 -0.8206
0.6686 -0.3024 1.4670
0.7471 0.2921 -1.0301
-0.7925 -0.2125 0.2822
-0.4448 -0.1504 0.7997
-0.4721 -1.1796 1.4575
-0.4815 0.4183 -0.7154
0.3117 -0.2854 -0.7121
-0.1521 -0.2478 0.4338
0.3105 -0.2047 -0.0748
0.3057 0.5266 -0.2270
-0.0688 -0.0271 -0.3537
0.0220 0.1097 0.2294
-0.1812 0.0361 -0.1431
-0.1895 -0.2053 -0.1722
0.0507 0.1809 -0.1876
0.3988 0.1797 0.2392
-0.0481 -0.0974 -0.2544
0.0037 0.0326 0.0067
-0.0143 -0.1009 -0.0064
-0.0398 0.0579 0.0700
0.1086 -0.1966 0.0381
0.3711 -0.0729 -0.4083
0.0040 0.0022 0.0137
-0.0056 0.0162 0.0041
-0.0104 0.0004 0.0051
0.0649 0.0197 -0.3235
-0.1484 0.2478 0.4788
-1.0077 -0.2321 5.2998
-0.0199 -0.0002 0.0150
0.0416 -0.0709 0.0129
0.0045 0.0489 0.1322
-0.0394 -0.0163 -0.0707
0.1212 0.0041 0.2699
0.0930 0.3206 0.1802
-0.0208 0.0032 -0.0079
0.0030 -0.0011 -0.0071
-0.0116 -0.0136 -0.0016
-0.0343 0.1877 -0.0107
0.0607 -0.1666 0.1517
0.0156 0.1031 -0.1527
-0.1089 -0.0765 0.0243
-0.0242 0.0033 0.0962
0.0005 -0.0013 -0.0099
0.0333 -0.0533 -0.0025
-0.2380 0.0124 0.0798
0.3129 0.1227 -0.1153
0.0005 -0.0213 0.0160
-0.0236 -0.0156 -0.0021
0.0092 -0.0113 -0.0069
0.0689 -0.0084 -0.0153
-0.1837 0.1212 0.0718
0.1257 -0.1423 -0.0962
0.0045 0.0048 -0.0019
0.0115 -0.0061 -0.0177
-0.0472 0.0523 0.0298
-0.1474 0.1272 0.0691
0.0118 -0.0307 -0.2395
0.0601 -0.0502 0.2664
0.0168 -0.0494 -0.0850
0.0534 0.0401 -0.0577
-0.0056 -0.0157 -0.0024
-0.0570 -0.0329 -0.0550
-0.2139 -0.0270 0.1469
0.1483 -0.0346 -0.0992
0.0401 0.0034 -0.0131
-0.0396 0.0322 -0.0527
0.0139 0.1089 -0.1155
0.0583 -0.0477 0.0234
0.2028 0.0034 0.0002
0.7998 0.1262 -5.5848
-0.0240 -0.0070 -0.0467
0.0484 -0.0511 -0.0413
-0.0084 0.0221 0.0615
0.2143 0.1442 0.1358
0.0032 -0.2307 0.1072
-0.1238 0.1471 -0.1000
0.0683 -0.0837 -0.0977
-0.0207 -0.0055 -0.0305
0.0618 -0.0447 0.0387
0.0760 -0.0702 0.0382
-0.1013 0.1215 -0.1697
-0.0892 -0.1212 0.0643
-0.0282 -0.0102 -0.0128
-0.0015 0.0028 -0.0034
0.0000 0.0016 -0.0035
-0.0192 0.0598 -0.0238
0.1002 -0.1963 0.2044
-0.0222 0.1199 -0.1314
0.0009 -0.0029 0.0020
0.0010 -0.0078 0.0036
-0.0199 -0.0003 -0.0093
0.1073 -0.0583 -0.0409
-0.2249 0.0391 -0.1327
0.1374 0.0303 0.1036
-0.0562 0.0554 -0.0276
0.0028 -0.0033 0.0055
0.0038 0.0048 -0.0431
-0.0090 0.0384 -0.1431
0.0661 -0.0777 0.2122
-0.0908 0.0267 -0.1395
-0.0105 0.0386 0.0303
0.0702 0.0598 0.0919
0.0662 -0.0309 0.0110
-0.0218 0.0677 0.0369
0.1552 -0.2358 -0.1969
-0.1198 0.0876 0.0285
-0.0097 0.0212 0.0002
0.0019 0.0120 0.0130
0.0081 0.0341 -0.0264
0.4217 -0.0136 -0.2473
-0.0293 -0.0058 0.2820
0.0232 0.0441 -0.1224
-0.0255 0.0051 0.0285
-0.0215 0.0070 -0.0110
0.0118 -0.0623 -0.0032
0.0469 -0.0409 0.0275
-0.2218 0.1709 -0.0670
-0.2128 -0.0589 0.1998
0.0199 0.0135 0.0056
0.0000 0.0135 0.0066
0.0057 -0.0072 -0.0025
-0.0029 0.0183 -0.0673
0.0938 -0.0744 0.1947
-0.0922 0.0595 -0.1273
0.0312 -0.0244 0.0183
-0.0189 -0.0346 0.0104
-0.0044 0.0012 0.0030
0.0746 -0.0024 0.0190
-0.2077 0.1338 0.1080
0.1555 -0.1069 -0.0282
0.0107 -0.0080 0.0027
-0.0026 -0.0012 -0.0022
-0.0025 0.0011 -0.0009